Below is C6H14O as an isolated structure, with properties calculated with the ωB97M-V functional and the def2-TZVPD basis.

* LUMO level: 0.76 eV
* E: -8492.492 eV
* ΔE to the lowest compared entry with this formula, charge and spin: 4.400 eV
* HOMO energy: -7.337 eV
* max |F|: 0.2 eV Å⁻¹

```
! wB97M-V def2-TZVPD RIJCOSX def2/J DEFGRID3
* xyz 0 1
C 2.42530 -1.40023 -0.77938
O 1.16377 -1.07483 -0.56161
C 0.77392 -0.04164 0.11997
C -0.70318 0.22430 0.23490
C -0.89015 1.73529 0.43086
C -1.43426 -0.23388 -1.03126
C -1.26775 -0.52093 1.46087
H 2.54075 0.45570 -1.45065
H 2.53219 -2.30307 -1.36582
H 3.14509 -1.14677 -0.00658
H 2.00470 0.97738 -1.18798
H 1.46597 0.35185 0.86539
H -0.33450 2.09242 1.30677
H -1.94887 1.97303 0.58776
H -0.53527 2.28837 -0.44548
H -1.32864 -1.31303 -1.18232
H -1.03425 0.27285 -1.91616
H -2.50319 -0.00384 -0.95376
H -1.13287 -1.60337 1.35543
H -2.34002 -0.31975 1.57724
H -0.76382 -0.20210 2.38132
*
```

Below is C38H43AsF6IrNO3P2 as an isolated structure, with properties calculated with the ωB97M-V functional and the def2-TZVPD basis.

* LUMO level (alpha / beta): -8.85 / -10.79 eV
* E: -146273.543 eV
* ΔE to the lowest compared entry with this formula, charge and spin: 0.000 eV
* HOMO energy (alpha / beta): -16.454 / -16.538 eV
* max |F|: 1.2 eV Å⁻¹

```
! wB97M-V def2-TZVPD RIJCOSX def2/J DEFGRID3
* xyz 3 2
Ir 1.22260 0.34276 0.36787
C 1.27386 -1.61389 4.35597
O 1.69179 0.15728 2.57612
C 1.64482 1.37700 3.35076
C 0.99077 2.46578 2.51123
O 1.40030 2.35902 1.12524
C 2.69321 2.94632 0.78404
C 3.75481 1.87931 0.82273
O 3.28939 0.85833 -0.07693
C 4.33016 -0.09412 -0.44130
H 1.35014 -1.59445 6.47215
H 2.29785 -1.96863 4.22534
H 0.65471 -2.51292 4.42061
H 2.65993 1.62416 3.65728
H 1.03447 1.23966 4.24073
H 1.24276 3.46243 2.87354
H -0.09252 2.35873 2.49981
H 2.90250 3.77969 1.45305
H 2.57912 3.32086 -0.23239
H 3.91254 1.44377 1.81121
H 4.70116 2.28225 0.45759
H 5.14790 0.47235 -0.88400
H 3.90591 -0.76944 -1.17031
H 4.66212 -0.63516 0.44276
C -1.13958 -1.93730 0.23081
N -1.47141 -1.65316 -1.13871
C -0.34809 -1.38932 -2.01125
P 0.62170 0.20313 -1.81552
C -0.28995 1.60067 -2.46800
C -0.64904 1.59737 -3.82142
C -1.28135 2.69904 -4.36884
C -1.53618 3.81822 -3.58033
C -1.15030 3.84048 -2.24805
C -0.52533 2.73251 -1.69134
C 2.00771 -0.03827 -2.92963
C 2.52362 -1.30759 -3.21125
C 3.63308 -1.43438 -4.03245
C 4.24240 -0.30324 -4.55855
C 3.74169 0.96152 -4.27019
C 2.62792 1.09867 -3.45984
C -2.76442 -1.68346 -1.61395
C -3.12945 -0.90577 -2.74129
C -4.40881 -0.96167 -3.23130
C -5.35438 -1.80714 -2.64112
C -5.00724 -2.58529 -1.53650
C -3.73739 -2.52453 -1.01657
P -0.95797 -0.28338 1.13858
C -2.65912 0.30632 0.98284
C -3.62483 -0.49544 1.61214
C -4.96252 -0.15491 1.53078
C -5.35403 0.97637 0.82176
C -4.40251 1.77066 0.20136
C -3.05585 1.44013 0.28341
C -0.57784 -0.53109 2.88172
C 0.85875 -0.97592 3.04627
C 1.18019 -0.86075 5.67816
C -0.08718 -0.16160 6.02336
C -1.15509 0.14539 5.27285
C -1.37764 -0.03004 3.84631
H -0.21226 -2.50305 0.27554
H -1.92953 -2.49582 0.72186
H -0.66237 -1.43785 -3.05083
H 0.37243 -2.19180 -1.83355
H -0.41570 0.74622 -4.45245
H -1.55517 2.69868 -5.41537
H -2.01734 4.68365 -4.01656
H -1.32401 4.72433 -1.64833
H -0.18551 2.76589 -0.66185
H 2.08959 -2.20729 -2.79507
H 4.01901 -2.41839 -4.26211
H 5.11022 -0.40661 -5.19631
H 4.21317 1.84046 -4.68883
H 2.23823 2.08772 -3.25074
H -2.41565 -0.22300 -3.18040
H -4.69086 -0.34693 -4.07524
H -6.35262 -1.87027 -3.05330
H -5.73191 -3.26303 -1.10611
H -3.46447 -3.19006 -0.20980
H -3.33868 -1.37259 2.18091
H -5.70161 -0.76936 2.02794
H -6.40180 1.24061 0.76552
H -4.70323 2.65868 -0.33863
H -2.32818 2.07307 -0.20121
H 1.08776 -1.72502 2.29244
H 2.01037 -0.15637 5.80881
H -0.14170 0.14980 7.06224
H -1.97286 0.64407 5.77852
H -2.34393 0.34631 3.52610
F 1.76123 -1.62329 0.07850
As 2.53423 -3.70134 0.34040
F 3.47349 -2.91469 1.52225
F 3.61786 -3.19122 -0.86536
F 1.35844 -3.95406 -0.88689
F 3.07715 -5.26521 0.52334
F 1.24637 -3.77957 1.47722
*
```

Below is one molecule with the formula C5H8OS, with properties calculated with the ωB97M-V functional and the def2-TZVPD basis.

* LUMO level (alpha / beta): -2.60 / -2.61 eV
* E: -18192.948 eV
* ΔE to the lowest compared entry with this formula, charge and spin: 4.354 eV
* HOMO energy (alpha / beta): -8.154 / -8.251 eV
* max |F|: 3.3 eV Å⁻¹

```
! wB97M-V def2-TZVPD RIJCOSX def2/J DEFGRID3
* xyz 0 1
C 0.04185 0.68192 0.00721
C -1.07937 0.27965 0.78111
C 0.09444 -0.24859 -1.29312
C -0.99886 0.28652 2.18354
C 1.59439 -0.60324 -1.56064
O 0.91435 1.52502 0.15297
S -0.70766 0.71318 -2.48628
H -1.95323 -0.13297 0.43664
H -0.51977 -1.14469 -1.12110
H -1.90072 0.74783 2.67450
H -0.24156 0.96813 2.46357
H -1.19049 -0.75563 2.56933
H 1.71581 -1.52929 -2.07533
H 2.04901 -0.79500 -0.60230
H 2.18182 0.00716 -2.13011
*
```

Below is an isolated ion of composition C10H12NO and charge +1, with properties calculated with the ωB97M-V functional and the def2-TZVPD basis.

* LUMO level: -4.26 eV
* E: -14091.570 eV
* ΔE to the lowest compared entry with this formula, charge and spin: 3.524 eV
* HOMO energy: -13.206 eV
* max |F|: 4.2 eV Å⁻¹
* SMILES: CO[N@+]1(C)C=Cc2ccccc21

```
! wB97M-V def2-TZVPD RIJCOSX def2/J DEFGRID3
* xyz 1 1
C 2.15782 1.26782 -1.03003
O 0.97327 1.01669 -1.70824
N -0.23307 0.80122 -0.80123
C -1.42606 0.80152 -1.67338
C -0.27310 1.84210 0.23598
C -0.26614 1.36949 1.45903
C -0.19153 -0.12671 1.37157
C -0.31731 -1.16975 2.27184
C -0.22377 -2.45854 1.79387
C -0.23234 -2.64865 0.40554
C -0.30674 -1.71049 -0.60844
C -0.16756 -0.43218 -0.03162
H 2.86787 0.73935 -1.62787
H 2.12368 0.98126 0.09815
H 2.28936 2.45580 -1.03095
H -1.40323 1.67083 -2.17313
H -1.24008 -0.06846 -2.20656
H -2.23181 0.65891 -0.97447
H -0.21817 2.89713 -0.09792
H -0.13170 2.04669 2.32267
H -0.40122 -0.82168 3.25191
H -0.52004 -3.29356 2.34631
H -0.23034 -3.70103 0.00705
H -0.39776 -2.11777 -1.60010
*
```

Below is one molecule with the formula C3H11NO2Si, with properties calculated with the ωB97M-V functional and the def2-TZVPD basis.

* LUMO level: 0.70 eV
* E: -16753.437 eV
* ΔE to the lowest compared entry with this formula, charge and spin: 1.940 eV
* HOMO energy: -9.728 eV
* max |F|: 5.2 eV Å⁻¹
* SMILES: CO[Si](C)(N)OC

```
! wB97M-V def2-TZVPD RIJCOSX def2/J DEFGRID3
* xyz 0 1
C -1.10558 -1.57392 -1.92298
O -0.45926 -1.61062 -0.73759
Si 0.01184 -0.23959 0.38202
C -1.49168 0.87784 0.35462
N 0.69384 -1.18881 1.61734
O 1.24543 0.75328 -0.17510
C 2.13355 1.61634 0.41403
H -0.78311 -0.94791 -2.63844
H -2.23635 -1.25055 -1.82496
H -1.11067 -2.61298 -2.36828
H -2.21811 0.79379 -0.49983
H -2.25685 0.69741 1.21133
H -1.12243 1.86444 0.53480
H 0.40608 -2.17577 1.52297
H 0.69712 -0.88769 2.57993
H 1.93918 2.09567 1.39388
H 2.42112 2.57433 -0.21082
H 3.23590 1.21473 0.36708
*
```

Below is a 2-piece molecular cluster, C7H18NS overall, with properties calculated with the ωB97M-V functional and the def2-TZVPD basis.

* LUMO level: -2.68 eV
* E: -19864.668 eV
* ΔE to the lowest compared entry with this formula, charge and spin: 3.858 eV
* HOMO energy: -11.293 eV
* max |F|: 5.7 eV Å⁻¹

```
! wB97M-V def2-TZVPD RIJCOSX def2/J DEFGRID3
* xyz 1 1
C -2.61542 -1.82426 0.09549
C 3.26873 0.01107 0.24314
C 1.46662 1.38810 0.66356
C 1.15208 -1.10767 0.46984
C -4.08462 1.43963 0.08010
C 1.80523 0.14582 -1.52838
C -1.82759 -0.54694 0.15557
N 1.83013 0.13065 -0.03552
S -2.30202 0.99693 0.22313
H -2.46239 -2.18754 -0.83674
H -2.29102 -2.42110 0.93435
H -3.75712 -1.68235 0.32530
H 3.81703 -0.84520 -0.25705
H 3.88279 0.98906 -0.04400
H 3.54873 -0.30299 1.17641
H 0.42065 1.43226 0.58672
H 1.76715 1.49174 1.61368
H 1.81173 2.18564 0.15874
H 1.84225 -1.72019 1.10509
H 0.17115 -0.95770 1.10435
H 0.88596 -1.64917 -0.37464
H -4.29615 1.87554 -0.80135
H -4.34332 2.01753 0.85286
H -4.80022 0.61012 -0.01301
H 1.76151 -0.76814 -2.01692
H 2.57315 0.74969 -2.06811
H 0.77497 0.54946 -1.81264
*
```

Below is a 4-piece molecular cluster, C2H10O5 overall, with properties calculated with the ωB97M-V functional and the def2-TZVPD basis.

* LUMO level: 0.40 eV
* E: -12474.008 eV
* ΔE to the lowest compared entry with this formula, charge and spin: 0.832 eV
* HOMO energy: -10.849 eV
* max |F|: 1.7 eV Å⁻¹
* SMILES: CC(=O)O.O.O.O

```
! wB97M-V def2-TZVPD RIJCOSX def2/J DEFGRID3
* xyz 0 1
C 2.10710 -0.99257 1.05846
C 0.94888 -1.14957 0.09955
O 0.07404 -0.38553 -0.18070
O 1.06193 -2.37165 -0.47400
H 2.90608 -1.67912 0.80405
H 1.76558 -1.39671 2.01454
H 2.41202 0.04462 1.11377
H 0.39343 -2.73529 -1.07681
O -1.92535 1.65986 -1.79312
H -1.06736 1.30716 -1.48896
H -2.21493 1.99965 -0.92339
O -0.15533 3.34840 2.60129
H -0.05779 3.49959 1.64527
H -0.80464 4.03611 2.80862
O -1.71707 -2.07511 -2.28787
H -2.11141 -1.97698 -1.40826
H -1.61517 -1.13288 -2.51243
*
```

Below is a 6-piece molecular cluster, C39H89N4 overall, with properties calculated with the ωB97M-V functional and the def2-TZVPD basis.

* LUMO level: -3.24 eV
* E: -47839.976 eV
* HOMO energy: -12.320 eV
* max |F|: 3.9 eV Å⁻¹

```
! wB97M-V def2-TZVPD RIJCOSX def2/J DEFGRID3
* xyz 1 1
C 1.47205 -2.72288 0.55608
C 1.64898 -1.13855 0.67481
C 0.22086 -0.57580 1.01230
N -0.05560 0.80786 0.60738
C 0.48398 1.37658 -0.65075
C -0.09553 2.86240 -0.48102
N -0.91930 2.88160 0.78241
C -1.25380 1.45616 0.85960
N -2.48256 1.08733 1.06641
N -2.78561 -0.27056 1.07550
C -3.48515 -0.61867 2.10496
C -3.80898 -2.14476 2.22573
C -4.06500 0.32799 3.19026
H 0.75643 -3.00887 1.36309
H 0.93948 -2.86878 -0.41839
H 2.43702 -3.26284 0.61102
H 2.06873 -0.81400 -0.29984
H 2.35975 -0.95116 1.50816
H 0.11360 -0.62744 2.12923
H -0.56827 -1.27468 0.62364
H 1.59489 1.29958 -0.69823
H -0.01291 0.75918 -1.44214
H -0.90088 2.84699 -1.26182
H 0.58664 3.71204 -0.66042
H -0.17670 3.06831 1.46596
H -3.16531 1.84034 1.19804
H -2.84552 -2.67534 2.04119
H -4.48113 -2.40322 1.37061
H -4.25601 -2.40397 3.20359
H -4.44491 -0.29541 4.03342
H -4.94658 0.85697 2.74228
H -3.32137 1.03650 3.61699
C 0.33765 1.57226 -5.02059
C 1.49255 2.53883 -5.25288
C 1.42994 3.78228 -4.36713
C 0.20488 4.67599 -4.57642
C 0.01412 5.19668 -6.00073
C 1.15686 6.08426 -6.47925
H -0.62344 2.02405 -5.27410
H 0.45943 0.68399 -5.64452
H 0.30319 1.24864 -3.97583
H 1.52803 2.82207 -6.30812
H 2.43079 2.01500 -5.04502
H 2.33883 4.37071 -4.52324
H 1.45210 3.46947 -3.31538
H 0.27957 5.52980 -3.89397
H -0.69834 4.13265 -4.27819
H -0.91244 5.77702 -6.03307
H -0.12145 4.36453 -6.69730
H 1.28985 6.94184 -5.81551
H 0.94645 6.46380 -7.48071
H 2.10062 5.53703 -6.52709
C 0.63977 -4.96465 3.67641
C 1.71744 -4.01211 4.17691
C 3.02938 -4.71299 4.53524
C 2.93527 -5.73524 5.67313
C 2.40369 -5.18864 6.99738
C 3.28642 -4.10331 7.59856
H 0.34843 -5.68344 4.44397
H -0.25581 -4.40491 3.39226
H 0.98365 -5.51761 2.79896
H 1.33893 -3.44619 5.03396
H 1.92296 -3.27683 3.39106
H 3.77599 -3.95337 4.78877
H 3.41289 -5.22428 3.64567
H 3.93055 -6.15980 5.83897
H 2.30222 -6.57123 5.35988
H 2.33655 -6.01532 7.71025
H 1.38521 -4.80857 6.87294
H 4.30229 -4.47013 7.76262
H 2.88562 -3.78026 8.56152
H 3.33853 -3.22474 6.95085
C 2.05017 0.79356 4.68804
C 3.38424 0.77064 3.95910
C 4.27730 -0.39632 4.37012
C 4.70519 -0.40566 5.83844
C 5.45078 0.84167 6.31289
C 6.77160 1.07058 5.58764
H 2.17091 0.93485 5.76318
H 1.43668 1.61945 4.31714
H 1.50183 -0.13841 4.52110
H 3.90392 1.72128 4.10735
H 3.18605 0.69479 2.88442
H 5.16685 -0.40145 3.73289
H 3.75181 -1.33554 4.15862
H 5.34012 -1.28226 6.00412
H 3.82408 -0.54999 6.47219
H 5.65673 0.73284 7.38139
H 4.81749 1.72808 6.21175
H 7.43455 0.21001 5.70267
H 7.28125 1.94463 5.99736
H 6.62118 1.24837 4.52052
C -7.47662 0.75742 1.31162
C -7.29062 2.19938 0.85322
C -8.19201 3.19119 1.58751
C -9.69426 2.97295 1.39450
C -10.17530 2.99737 -0.05648
C -9.94365 4.33500 -0.74946
H -8.48394 0.39453 1.10416
H -6.77525 0.10193 0.78697
H -7.29033 0.66199 2.38511
H -7.44947 2.26448 -0.22657
H -6.24678 2.48911 1.02752
H -7.92854 4.20523 1.27250
H -7.97256 3.14447 2.65990
H -10.22938 3.74340 1.95839
H -9.98462 2.01799 1.84374
H -11.24757 2.78327 -0.06617
H -9.69834 2.19808 -0.63163
H -10.43937 5.14526 -0.21008
H -10.34694 4.31017 -1.76352
H -8.88013 4.57243 -0.82472
C 5.25113 -3.14838 -7.63349
C 4.01448 -3.12866 -8.52390
C 3.34728 -1.75612 -8.60696
C 2.80985 -1.21040 -7.28213
C 1.79168 -2.10430 -6.57388
C 0.51763 -2.32797 -7.37996
H 5.00488 -2.91606 -6.59521
H 5.71191 -4.13818 -7.64862
H 5.99397 -2.42674 -7.98117
H 3.29998 -3.88103 -8.17710
H 4.30895 -3.42908 -9.53370
H 2.53339 -1.80436 -9.33682
H 4.06693 -1.03521 -9.00874
H 2.35215 -0.23275 -7.47158
H 3.64514 -1.02232 -6.59985
H 1.52153 -1.63221 -5.62319
H 2.23964 -3.06920 -6.32017
H 0.03335 -1.37734 -7.61765
H -0.19039 -2.93250 -6.80884
H 0.71902 -2.85414 -8.31478
*
```

Listing molecular weight for the structures above in their given order: 102.18 1004.84 116.18 162.21 121.21 148.30 114.10 614.17 g/mol.